Record 1
A structure of composition C32H26N5O3S2Ta, computed with ωB97M-V/def2-TZVPD.

Properties
* spin multiplicity: 1
* Kohn-Sham gap: 4.685 eV
* net charge: +2

XYZ file:
```
69
C32H26N5O3S2Ta (ωB97M-V/def2-TZVPD)
N -0.575 -0.669 2.530
H -1.982 -7.605 2.779
C -1.836 -6.634 2.317
C 4.288 -3.190 4.760
S 1.388 -1.604 0.740
H -1.899 -2.441 4.919
C -1.599 -4.251 2.327
H -4.136 -0.644 -2.860
H -1.201 -5.481 -0.872
H 0.035 1.701 1.511
C -1.427 -4.310 0.871
C 0.838 4.937 -4.973
C 4.214 -3.331 3.377
C 4.083 -0.823 4.508
C 0.811 -0.765 2.153
H 2.737 3.256 -5.994
C -1.598 3.531 -0.762
S 1.693 0.184 3.251
C -1.824 4.669 -3.901
C -1.171 3.593 -4.503
H 3.920 -2.342 1.525
C 2.648 4.241 -6.432
H 0.531 2.860 -5.553
C -1.377 -5.533 0.212
N -3.164 4.810 -3.413
C 0.150 6.057 -4.390
O -2.400 -1.089 -0.839
C -3.206 2.628 -2.501
N -3.757 3.888 -2.814
C 4.056 -2.202 2.576
H 3.838 1.164 2.851
C -1.348 -3.072 3.045
H -0.323 4.084 0.911
C -3.556 0.217 -2.474
H -0.929 -3.994 4.959
H -1.875 4.538 -1.085
N -1.046 0.942 -0.027
O -1.254 -3.169 0.170
H 3.947 0.140 4.957
H 0.575 7.052 -4.394
C -1.060 -3.003 4.465
N -1.342 -1.937 2.305
H -4.549 1.554 -3.833
C 4.227 -1.926 5.340
C -2.235 2.465 -1.476
H -0.174 -2.406 4.534
H 3.629 4.682 -6.642
C 3.914 -0.958 3.116
C -1.878 1.162 -1.034
H 4.244 -4.316 2.915
C 3.323 0.268 2.504
C 0.118 3.719 -5.033
C -1.819 -5.439 3.026
C -1.154 5.899 -3.922
H -1.678 -7.621 0.409
C -0.519 1.966 0.607
H 4.306 -4.096 5.349
H 4.272 -1.761 6.380
H 2.076 4.144 -7.384
C -3.875 1.487 -2.961
H -1.680 6.806 -3.654
H -1.648 2.613 -4.660
C -0.729 3.296 0.283
H -2.019 -5.422 4.087
H 3.203 0.265 1.410
C -2.595 0.075 -1.505
Ta -1.034 -1.332 0.455
C -1.624 -6.680 0.972
O 2.034 5.147 -5.512
```

=====

Record 2
A structure of composition C6H4FeN2O6, computed with ωB97M-V/def2-TZVPD.

Properties
* ΔE to the lowest compared entry with this formula, charge and spin: 103.10 kcal per mole
* spin multiplicity: 5
* expectation value of S²: 6.0390
* Kohn-Sham gap (spin up / spin down): 6.516 / 3.556 eV
* net charge: +2

XYZ file:
```
19
C6H4FeN2O6 (ωB97M-V/def2-TZVPD)
C 0.000 -0.359 -3.794
O -2.811 -0.049 -1.219
O 2.811 -0.050 -1.219
H 0.000 -1.256 3.801
C 0.000 1.799 -2.092
N 0.000 1.303 3.074
O 0.000 2.928 -2.315
C -1.709 0.025 -1.536
Fe 0.000 -0.146 -2.040
O 0.000 -1.169 -4.629
H 0.000 -1.856 2.176
O 0.000 0.274 0.968
H 0.000 2.259 2.780
N 0.000 -1.064 2.806
C 1.710 0.025 -1.536
O 0.000 -2.514 -0.357
C 0.000 -1.640 -1.145
C 0.000 0.206 2.204
H 0.000 1.284 4.074
```

=====

no.,total energy (eV)
1,-70404.9142
2,-55915.5621